C25H21MgN6O3S7 as an isolated structure at a distorted geometry. Source: the Open Molecules 2025 dataset; level of theory: the ωB97M-V functional and the def2-TZVPD basis.

XYZ file:
```
63
C25H21MgN6O3S7 | the Open Molecules 2025 dataset | the ωB97M-V functional and the def2-TZVPD basis
Mg -0.0610 -0.4441 1.5004
C 4.3637 -1.3322 -0.6089
C 3.3155 -1.2778 0.3123
N 2.1282 -0.8070 -0.0143
C 1.9692 -0.3979 -1.2619
C 3.0445 -0.3149 -2.1183
N 4.2318 -0.8403 -1.8403
C 0.5843 -0.2449 -1.7230
C 0.2742 0.1514 -3.0473
C -1.0313 -0.0254 -3.5194
C -1.9472 -0.5821 -2.6467
C -1.5742 -0.8903 -1.3374
N -0.3438 -0.6685 -0.8630
C -2.5447 -1.5902 -0.4917
C -3.9371 -1.5809 -0.7034
N -4.7593 -2.3348 0.0251
C -4.2071 -3.0874 0.9858
C -2.8279 -3.1298 1.1183
N -1.9998 -2.3799 0.3925
C -1.4264 0.4401 -4.8577
C -2.4985 1.3034 -5.0462
C -2.7092 1.8610 -6.3005
N -1.9860 1.5356 -7.3607
C -0.9694 0.6800 -7.2150
C -0.6615 0.1253 -5.9855
H 5.3096 -1.8264 -0.3781
H 3.4164 -1.6469 1.3202
H 2.9635 0.1143 -3.0968
H 1.0339 0.5969 -3.6799
H -2.9510 -0.7859 -3.0160
H -4.3694 -0.9434 -1.4566
H -4.9102 -3.6281 1.6039
H -2.4472 -3.7684 1.8903
H -3.1062 1.5610 -4.1759
H -3.4864 2.6071 -6.4658
H -0.4212 0.3928 -8.0854
H 0.1494 -0.5467 -5.8946
O -5.7007 3.1432 4.3483
C -4.7319 2.5259 3.9430
S -4.0882 1.0660 4.7070
C -2.8870 0.6139 3.4436
C -2.8380 1.4779 2.4171
S -1.8939 1.2182 0.9580
S -3.8442 2.9328 2.4750
S -2.0301 -0.9014 3.5023
C 2.7739 -0.9761 4.8679
S 1.0693 -0.8823 4.4442
C 0.7742 0.7962 4.8597
O 1.1773 -0.9620 2.9401
H 3.3095 -0.1380 4.3771
H 3.1662 -1.9436 4.5051
H 2.8990 -0.9676 5.9568
H 0.8883 0.8693 5.9307
H -0.2716 1.0066 4.5694
H 1.4810 1.3994 4.2723
C 5.4196 1.4310 1.0606
O 4.0132 1.5225 0.8031
C 3.1427 1.9316 1.7718
S 3.7925 2.3492 3.2662
S 1.5248 2.0295 1.2971
H 5.8215 0.9766 0.1496
H 5.5764 0.7631 1.9293
H 5.8479 2.4232 1.2461
```

Calculated values
energy above the lowest of the compared OMol25 structures with the same formula, charge and spin: 0.0 kJ/mol
net charge: -1
HOMO-LUMO gap: 4.91 eV
F_max: 1.7 eV/A
HOMO level: -3.658 eV

***

One molecule with the formula C5H9NO2 at a distorted geometry. Source: the Open Molecules 2025 dataset; level of theory: the ωB97M-V functional and the def2-TZVPD basis.

XYZ file:
```
17
C5H9NO2 | the Open Molecules 2025 dataset | the ωB97M-V functional and the def2-TZVPD basis
C -0.3244 0.7095 0.3233
C -1.1682 0.1292 1.4288
C 1.1702 0.3530 0.0798
N -0.6240 0.0899 -1.0968
C 0.9025 -0.4599 -1.1449
C 0.8886 -1.7696 -0.5001
O -0.5080 2.0932 0.2752
O 2.1572 0.9052 0.5525
H 0.3725 2.4998 0.2383
H -0.8063 0.8347 -1.7661
H -1.2639 -0.7066 -1.1651
H 1.4440 -0.3028 -2.0845
H -2.1808 0.5399 1.3980
H -0.7128 0.4248 2.3753
H -1.1959 -0.9575 1.3922
H 1.8341 -2.2606 -0.3304
H 0.0152 -2.1222 0.0245
```

Calculated values
energy above the lowest of the compared OMol25 structures with the same formula, charge and spin: 440.9 kJ/mol
net charge: 0
HOMO-LUMO gap: 6.77 eV
F_max: 1.6 eV/A
HOMO level: -6.309 eV

***

One molecule with the formula C7H12Si at a distorted geometry. Source: the Open Molecules 2025 dataset; level of theory: the ωB97M-V functional and the def2-TZVPD basis.

XYZ file:
```
20
C7H12Si | the Open Molecules 2025 dataset | the ωB97M-V functional and the def2-TZVPD basis
C 4.4333 -0.2147 -0.0497
C 3.0280 0.0654 0.1464
C 1.8661 0.1002 0.4592
Si 0.0050 0.1359 1.0062
C -0.8875 -1.2911 0.0578
C -2.3918 -0.7532 0.0024
C -2.3215 0.6978 -0.5286
C -1.2913 1.4402 0.3531
H 4.7265 0.0901 -1.0732
H 4.9893 0.4134 0.7920
H 4.5561 -1.3761 0.0728
H -0.3439 -0.2384 2.3652
H -0.6862 -2.1917 0.6541
H -0.6553 -1.3719 -1.0070
H -2.8120 -0.6123 0.9332
H -2.8569 -1.4164 -0.6146
H -1.9364 0.8490 -1.5677
H -3.4152 1.0593 -0.5215
H -1.1565 2.2827 -0.2802
H -1.7761 1.7250 1.2843
```

Calculated values
energy above the lowest of the compared OMol25 structures with the same formula, charge and spin: 193.6 kJ/mol
net charge: 0
HOMO-LUMO gap: 10.14 eV
F_max: 4.4 eV/A
HOMO level: -9.208 eV

***

One molecule with the formula C6H4O. Source: the Open Molecules 2025 dataset; level of theory: the ωB97M-V functional and the def2-TZVPD basis.

XYZ file:
```
11
C6H4O | the Open Molecules 2025 dataset | the ωB97M-V functional and the def2-TZVPD basis
C 3.2783 0.5663 0.8584
C 2.0249 0.4008 0.9619
C 0.7484 0.1256 0.6459
C -0.3610 1.0319 0.3267
C -1.2444 0.3276 -0.3861
C -0.7021 -1.0582 -0.5531
O 0.3736 -1.1313 0.3792
H -0.2134 -1.1351 -1.5329
H -0.3633 2.0868 0.5670
H -2.1547 0.6794 -0.8575
H -1.3864 -1.8937 -0.4095
```

Calculated values
energy above the lowest of the compared OMol25 structures with the same formula, charge and spin: 323.1 kJ/mol
net charge: 0
HOMO-LUMO gap: 8.58 eV
F_max: 0.8 eV/A
HOMO level: -9.629 eV

***

One molecule with the formula C4H5FS at a distorted geometry. Source: the Open Molecules 2025 dataset; level of theory: the ωB97M-V functional and the def2-TZVPD basis.

XYZ file:
```
11
C4H5FS | the Open Molecules 2025 dataset | the ωB97M-V functional and the def2-TZVPD basis
F 1.1411 1.6679 2.1155
C 0.2323 0.8316 1.5283
C 0.0672 0.8959 0.2506
C -0.7362 0.0951 -0.6163
C -1.0711 -1.2625 -0.2642
S 0.1727 -1.1062 -1.5960
H -0.1997 0.1906 2.3843
H 0.5503 1.7495 -0.2212
H -1.4347 0.8381 -1.1129
H -0.7944 -1.7371 0.6576
H -2.1074 -1.7139 -0.6020
```

Calculated values
energy above the lowest of the compared OMol25 structures with the same formula, charge and spin: 124.3 kJ/mol
net charge: 0
HOMO-LUMO gap: 9.84 eV
F_max: 4.0 eV/A
HOMO level: -8.998 eV

***

C26H39F2O5Zn as an isolated structure at a distorted geometry. Source: the Open Molecules 2025 dataset; level of theory: the ωB97M-V functional and the def2-TZVPD basis.

XYZ file:
```
73
C26H39F2O5Zn | the Open Molecules 2025 dataset | the ωB97M-V functional and the def2-TZVPD basis
Zn 0.2090 4.7655 4.5651
C -2.5184 1.0945 0.6881
C -1.0780 1.6041 0.3993
O -0.7190 2.7792 1.0563
H -2.8200 0.2052 0.1348
H -3.2951 1.7863 0.3620
H -2.5858 0.7838 1.7307
H -0.9650 1.9758 -0.6191
H -0.3632 0.8054 0.5972
F 2.1188 -0.8308 5.4598
C 2.1530 -2.1934 5.6526
C 2.9219 -2.6212 6.7698
C 2.8848 -3.9706 7.0391
C 2.2301 -4.8679 6.2277
C 1.3722 -4.4287 5.1873
C 1.3755 -3.0330 4.8954
H 3.4756 -1.8709 7.3147
H 3.5373 -4.3038 7.8326
H 2.3003 -5.9451 6.1946
H 0.7445 -5.1342 4.6631
H 0.7557 -2.7024 4.0750
F -4.9055 -6.2157 4.0243
C -4.3634 -5.7384 5.1683
C -4.2859 -4.3880 5.4034
C -3.7005 -3.9268 6.6004
C -3.2534 -4.8245 7.5753
C -3.2918 -6.2093 7.3392
C -3.8206 -6.6101 6.0818
H -4.7707 -3.6544 4.7763
H -3.8937 -2.8901 6.8335
H -3.1304 -4.4552 8.5827
H -3.0507 -6.9338 8.1030
H -3.8104 -7.6686 5.8675
C 5.9957 0.3737 -2.0911
C 5.9235 1.8663 -2.3586
O 5.3064 2.6024 -1.5599
C 6.5995 2.3315 -3.6292
H 5.2383 0.0420 -1.3810
H 6.9054 0.1071 -1.5531
H 5.9252 -0.2087 -3.0098
H 7.2584 1.6013 -4.0989
H 7.0931 3.2418 -3.2890
H 5.7948 2.5182 -4.3404
C -4.9787 9.0688 -3.2526
C -3.9767 7.9775 -2.9686
O -2.7507 8.1363 -2.8888
C -4.5048 6.5540 -2.8620
H -5.0858 8.8901 -4.3225
H -4.6864 10.0700 -2.9357
H -5.9414 8.8983 -2.7707
H -3.8254 5.9244 -2.2874
H -4.6848 6.1471 -3.8570
H -5.3534 6.5355 -2.1780
C 0.5186 -3.5741 -3.3360
C 1.3018 -4.6331 -2.5434
O 2.4871 -4.3695 -2.4120
C 0.5816 -5.7081 -1.8881
H -0.1055 -3.9571 -4.1434
H 1.1593 -2.7443 -3.6346
H -0.1897 -3.1743 -2.6103
H 0.2855 -5.2889 -0.9266
H 1.2980 -6.4947 -1.6514
H -0.2998 -5.9882 -2.4651
C 2.1924 4.9050 -7.8682
C 1.2192 4.3856 -6.7820
O 1.6263 4.4138 -5.5909
C -0.0146 3.6682 -7.1422
H 1.6809 5.5713 -8.5628
H 2.6105 3.9823 -8.2706
H 2.9362 5.5748 -7.4366
H 0.1205 3.2438 -8.1370
H -0.9350 4.2520 -7.1328
H -0.1825 2.8751 -6.4135
```

Calculated values
net charge: +1
HOMO-LUMO gap: 1.71 eV
F_max: 4.5 eV/A
HOMO level: -10.872 eV

***

One molecule with the formula C19H28N2O3S2. Source: the Open Molecules 2025 dataset; level of theory: the ωB97M-V functional and the def2-TZVPD basis.

XYZ file:
```
54
C19H28N2O3S2 | the Open Molecules 2025 dataset | the ωB97M-V functional and the def2-TZVPD basis
C -2.7551 2.9505 1.4806
S -2.7113 1.1501 1.5149
C -0.9315 0.8914 1.3438
C -0.4034 1.3688 -0.0092
O 0.1021 2.4708 -0.1226
N -0.4144 0.4652 -1.0323
C -1.3191 -0.6638 -1.2016
C -2.0743 -0.3951 -2.5185
C -3.4590 0.2240 -2.3110
S -3.2069 2.0085 -2.1597
C -1.9881 1.9205 -3.4900
C -1.1777 0.6203 -3.3031
C -0.7207 0.1010 -4.6623
C 0.0280 0.8362 -2.3660
C -0.0770 1.4349 2.5210
N 0.3901 0.0729 2.7489
C 1.2648 -0.3280 3.6903
O 1.6449 0.4208 4.5752
C 1.8641 -1.7241 3.5731
C 3.2720 -1.6104 2.9680
C 2.9686 -1.8491 1.5048
C 2.8869 -0.7050 0.5359
C 3.9697 -1.7444 0.4067
C 1.8920 -2.8994 1.5499
O 1.1270 -2.6003 2.7220
C -0.4812 -0.5398 1.7527
H -3.8022 3.2333 1.5764
H -2.1952 3.3625 2.3189
H -2.3613 3.3300 0.5417
H -0.7247 -1.5790 -1.3015
H -1.9870 -0.7871 -0.3530
H -2.1834 -1.3332 -3.0666
H -4.1009 0.0234 -3.1711
H -3.9566 -0.1505 -1.4173
H -2.5022 1.9085 -4.4536
H -1.3540 2.8051 -3.4505
H -0.0794 0.8313 -5.1612
H -0.1551 -0.8270 -4.5579
H -1.5759 -0.0934 -5.3118
H 0.4347 1.8437 -2.3727
H 0.8278 0.1466 -2.6621
H 0.7099 2.1291 2.2313
H -0.6620 1.8404 3.3473
H 1.8903 -2.1405 4.5805
H 3.7355 -0.6478 3.1755
H 3.9170 -2.3972 3.3649
H 2.0847 -0.7083 -0.1934
H 3.1565 0.2817 0.8904
H 4.9814 -1.4656 0.6705
H 3.9043 -2.4495 -0.4125
H 1.2289 -2.8780 0.6809
H 2.3117 -3.9072 1.6429
H -1.2682 -1.1599 2.1846
H 0.0351 -1.0877 0.9678
```

Calculated values
energy above the lowest of the compared OMol25 structures with the same formula, charge and spin: 105.5 kJ/mol
net charge: 0
HOMO-LUMO gap: 8.97 eV
F_max: 0.3 eV/A
HOMO level: -8.519 eV

***

C32H32LaNO as an isolated structure at a distorted geometry. Source: the Open Molecules 2025 dataset; level of theory: the ωB97M-V functional and the def2-TZVPD basis.

XYZ file:
```
67
C32H32LaNO | the Open Molecules 2025 dataset | the ωB97M-V functional and the def2-TZVPD basis
C -2.2524 -1.2011 0.5736
C -1.7184 -1.6046 -0.6917
C -0.6026 -2.4405 -0.4404
H -2.1733 -1.4242 -1.6815
C -0.3963 -2.5408 0.9694
C -1.4298 -1.7699 1.6158
H 0.3576 -3.1612 1.4640
C -0.3036 2.6766 -1.0927
C -1.0553 1.6507 -1.7567
C -0.1488 0.9113 -2.5635
H -2.1408 1.5260 -1.7283
C 1.1751 1.4555 -2.3685
C 1.0715 2.5858 -1.4789
H -0.0479 -3.0183 -1.1937
H -1.6021 -1.6860 2.6879
H -3.2025 -0.6948 0.7171
H 1.8619 3.3066 -1.2218
H -0.4231 0.1056 -3.2522
H -0.7359 3.4164 -0.4287
La 0.2796 -0.0285 0.5376
C 2.4452 0.5833 -2.5147
C 3.7828 1.3183 -2.4698
C 2.3544 -0.4009 -3.6885
H 3.8147 2.1541 -3.1654
H 4.5653 0.5908 -2.6969
H 4.0017 1.7101 -1.4769
H 2.1961 0.1273 -4.6299
H 1.5246 -1.1008 -3.5267
H 3.2629 -1.0105 -3.7145
C 2.2852 -0.1769 -1.2076
C 3.1768 -1.0128 -0.2890
H 1.4034 -0.8379 -1.4110
H 2.1871 0.6721 -0.4741
O 2.6737 -0.8968 0.9072
N 3.8181 -2.1575 -0.7685
C 3.4616 -3.5101 -0.2884
H 4.7463 -2.0104 -1.1712
C 2.5753 -4.3530 -1.1717
C 1.8938 -5.4243 -0.5759
H 2.0714 -5.6128 0.4892
C 1.0011 -6.1845 -1.3211
H 0.4783 -7.0023 -0.8271
C 0.8389 -5.9439 -2.6855
H 0.1801 -6.5854 -3.2634
C 1.5347 -4.8896 -3.2815
H 1.4426 -4.7275 -4.3497
C 2.3884 -4.0753 -2.5254
H 2.9068 -3.2316 -2.9912
H 3.0525 -3.4423 0.6994
H 4.4193 -4.0184 -0.1615
C -3.0393 2.8960 4.5993
C -3.2521 2.2651 3.3575
C -2.1590 1.8682 2.5965
C -0.8221 2.0421 3.0640
C 0.3272 1.5788 2.3954
C 1.6058 1.7938 2.8653
C 1.8022 2.4896 4.0985
C 0.7043 2.9433 4.7928
C -0.6180 2.7227 4.3217
C -1.7523 3.1315 5.0603
H -3.9075 3.2078 5.1764
H -4.2584 2.0924 2.9774
H -2.3158 1.4045 1.6189
H 2.4766 1.4287 2.3223
H 2.8080 2.6592 4.4892
H 0.8166 3.4915 5.7279
H -1.6013 3.6261 6.0192
```

Calculated values
net charge: 0
HOMO-LUMO gap: 6.51 eV
F_max: 4.1 eV/A
HOMO level: -7.192 eV